# 1
The following is a DFT calculation (ωB97M-V with the def2-TZVPD basis set) of a structure of composition C8H17OP2Ti in a non-equilibrium geometry.

Net charge = 0
Multiplicity = 2
Lowest unoccupied orbital energy (alpha / beta) = 0.016 / -0.011 eV
Orbital gap (alpha / beta) = 4.97 / 5.58 eV
Relative energy (zero: lowest compared OMol25 entry of this formula, charge and spin) = 31.12 kcal/mol

```
29
C8H17OP2Ti ωB97M-V with the def2-TZVPD basis set
C 0.750 3.287 0.212
C 2.078 3.446 0.541
C 3.032 2.458 0.226
C 2.714 1.327 -0.596
C 1.581 1.244 -1.442
Ti 0.664 1.228 0.201
P -1.837 1.888 -0.104
H 0.031 4.093 0.333
H 2.392 4.338 1.111
H 4.076 2.587 0.544
H 1.488 0.744 -2.409
H 3.475 0.523 -0.593
H -2.385 1.543 -1.387
H -2.148 3.268 -0.095
H -2.927 1.469 0.744
C -2.354 -1.863 -0.696
P -0.778 -1.963 0.205
C -0.822 -2.449 1.935
C 0.251 -3.177 -0.652
O -0.087 -0.571 0.225
H -2.934 -2.795 -0.565
H -2.142 -1.720 -1.769
H -2.963 -1.009 -0.369
H -1.192 -3.476 2.030
H 0.178 -2.341 2.382
H -1.499 -1.793 2.491
H 0.412 -2.850 -1.688
H 1.211 -3.282 -0.118
H -0.267 -4.151 -0.700
```

---

# 2
The following is a DFT calculation (ωB97M-V with the def2-TZVPD basis set) of a structure of composition C8H18AsF6K2N2O16S3 in a non-equilibrium geometry.

Net charge = +2
Multiplicity = 2
Lowest unoccupied orbital energy (alpha / beta) = -7.000 / -12.138 eV
Orbital gap (alpha / beta) = 7.73 / 2.60 eV

```
56
C8H18AsF6K2N2O16S3 ωB97M-V with the def2-TZVPD basis set
K -3.562 1.557 2.042
K -3.177 3.551 -2.289
As -0.907 0.183 -0.196
F 0.452 -0.721 0.629
F -2.200 -0.389 0.884
F -2.154 1.092 -1.013
F 0.343 0.799 -1.338
F -1.157 -1.289 -1.219
F -0.573 1.571 0.977
C -4.207 -2.145 -1.115
N -3.704 -1.823 -2.495
O -4.103 -0.845 -3.086
O -3.032 -2.654 -3.051
H -5.277 -2.256 -1.293
H -3.981 -1.241 -0.550
H -3.666 -2.998 -0.704
C -0.213 4.402 0.091
N 0.360 5.579 0.881
O 1.495 5.595 1.259
O -0.346 6.553 0.960
H 0.445 3.549 -0.074
H -0.502 4.627 -0.936
H -1.124 4.068 0.589
C 0.972 -2.182 -3.149
C 0.492 -0.938 -4.043
O 0.721 -1.437 -5.341
S 2.269 -2.154 -5.284
O 3.326 -1.151 -5.210
O 2.436 -3.222 -6.321
O 1.997 -2.827 -3.773
H 0.230 -2.962 -2.977
H 1.370 -1.922 -2.169
H 1.165 -0.125 -3.771
H -0.510 -0.515 -3.969
C 3.069 2.812 1.841
C 2.970 2.229 0.460
O 3.874 1.171 0.340
S 4.347 0.647 1.862
O 5.796 0.727 2.068
O 3.694 -0.647 1.983
O 3.474 1.788 2.676
H 2.110 3.165 2.220
H 3.727 3.681 1.847
H 3.263 2.931 -0.321
H 1.994 1.783 0.269
C -0.336 -2.223 2.944
C -0.471 -3.462 3.864
O -1.859 -3.429 4.116
S -2.322 -1.898 4.544
O -2.099 -1.559 5.952
O -3.591 -1.547 3.944
O -1.043 -1.269 3.613
H -0.828 -2.426 1.992
H 0.686 -1.958 2.674
H 0.082 -3.448 4.804
H -0.213 -4.394 3.361
```

---

# 3
The following is a DFT calculation (ωB97M-V with the def2-TZVPD basis set) of a structure of composition C8H18B2F10N2O12S4Zr in a non-equilibrium geometry.

Net charge = 0
Multiplicity = 1
Lowest unoccupied orbital energy = -8.265 eV
Orbital gap = 2.80 eV
Relative energy (zero: lowest compared OMol25 entry of this formula, charge and spin) = 504.58 kcal/mol

```
57
C8H18B2F10N2O12S4Zr ωB97M-V with the def2-TZVPD basis set
Zr 0.037 0.477 0.859
N 1.026 -0.883 4.030
S 0.646 -1.942 5.096
O 0.044 -1.465 6.349
O 1.210 -3.293 5.065
F -0.742 -2.297 4.373
S 2.396 -0.584 4.990
O 3.460 -1.604 5.070
O 2.237 0.374 6.047
F 2.955 0.357 3.828
N -0.510 3.741 2.375
S -1.865 4.330 3.310
O -2.953 5.011 2.597
O -1.558 4.815 4.646
F -2.406 2.879 3.487
S 0.053 5.197 2.521
O 0.781 5.479 3.707
O -0.417 6.330 1.673
F 1.348 4.768 1.752
B 2.684 0.161 -1.088
H 3.484 0.247 -1.808
H 2.415 1.143 -0.733
H 1.818 -0.353 -1.474
H 2.941 -0.321 -0.158
B -2.977 -0.570 -0.017
H -2.601 -0.903 0.938
H -2.333 -0.936 -0.802
H -3.973 -0.961 -0.152
H -2.962 0.500 -0.157
C -4.740 2.922 -4.075
C -3.708 4.014 -3.832
O -2.619 3.843 -4.634
C -1.512 3.153 -4.176
O -1.283 2.928 -2.977
C -0.387 2.900 -5.182
F -0.669 3.447 -6.358
F 0.756 3.392 -4.639
F -0.303 1.595 -5.396
H -5.585 2.976 -3.387
H -4.331 1.918 -3.962
H -5.072 3.079 -5.101
H -3.400 3.929 -2.790
H -4.151 4.991 -4.026
C 4.453 -5.087 -0.762
C 3.478 -5.179 0.443
O 2.328 -5.878 0.000
C 1.172 -5.129 -0.212
O 0.943 -4.008 0.214
C 0.046 -5.922 -0.959
F -0.254 -5.120 -1.974
F 0.411 -7.177 -1.372
F -1.074 -5.983 -0.286
H 4.207 -4.310 -1.485
H 4.574 -6.022 -1.309
H 5.397 -4.900 -0.249
H 3.285 -4.220 0.923
H 3.804 -5.847 1.240
```

---

E_tot
In order: -1922.2757, -6857.5395, -4015.2362
Unit: Eh